C26H33Cl5N3O4PtSSb2 | ωB97M-V with the def2-TZVPD basis set

Properties
- Kohn-Sham gap (eV) = 4.824
- ΔE to the lowest compared entry with this formula, charge and spin (eV) = 1.506
- charge = +3
- DFT total energy (Ha) = -4773.57758

XYZ file:
```
75
Properties=species:S:1:pos:R:3:mulliken_charge:R:1
Pt -0.6036 0.6774 -0.7535 0.733
C -1.8868 4.6829 0.1230 -1.246
Sb -2.0393 2.5826 0.3466 0.268
C -4.0984 2.3417 -0.0559 -0.861
C -1.8048 2.3940 2.5727 -1.097
C -3.1696 2.0431 3.0045 0.289
C -4.0745 3.0471 3.3450 -0.760
C -5.3994 2.7397 3.6081 -0.614
C -5.8415 1.4262 3.4920 -0.720
C -4.9505 0.4153 3.1658 -0.725
C -3.6050 0.7018 2.9506 1.245
C -2.6213 -0.3926 2.7350 -1.470
Sb -2.0369 -0.9453 0.7216 0.522
C -3.7493 -1.6125 -0.3149 -1.209
C -1.0330 -2.7565 1.1283 -1.253
H -2.7311 5.0593 0.7006 0.550
H -1.9954 4.9637 -0.9243 0.414
H -0.9438 5.0453 0.5243 0.431
H -4.6368 2.8802 0.7250 0.414
H -4.4113 1.3033 -0.0771 0.029
H -4.2828 2.7981 -1.0272 0.562
H -1.4673 3.3986 2.8147 0.756
H -1.0156 1.6643 2.7163 0.358
H -3.7292 4.0725 3.4150 0.453
H -6.0901 3.5179 3.9029 0.453
H -6.8777 1.1859 3.6878 0.459
H -5.2976 -0.6109 3.1339 0.502
H -2.9968 -1.3574 3.0857 0.810
H -1.6605 -0.2104 3.2168 0.667
H -4.1445 -2.4340 0.2831 0.514
H -3.4501 -1.9787 -1.2952 0.426
H -4.4952 -0.8317 -0.4246 0.361
H -1.7963 -3.4551 1.4710 0.633
H -0.2969 -2.6040 1.9123 0.382
H -0.5638 -3.1463 0.2288 0.330
C 8.6762 -3.3215 0.1367 -1.245
C 7.5080 -2.5925 -0.5235 -0.412
S 5.9849 -3.2909 0.0464 1.229
O 5.6557 -2.7496 1.3474 -0.669
O 5.9699 -4.7097 -0.1663 -0.651
C 4.7104 -2.6092 -1.0399 -0.515
C 3.4069 -3.1011 -0.4259 -1.715
N 2.2074 -2.3759 -0.9117 0.419
C 1.6509 -1.3622 -0.2406 1.083
N 0.5518 -0.9469 -0.8997 -0.745
C 0.4124 -1.7262 -2.0380 -0.609
C 1.4375 -2.6039 -2.0303 -0.023
N 1.7187 -3.5988 -3.0559 1.084
O 2.7992 -4.1400 -3.0156 -0.549
O 0.8288 -3.7675 -3.8542 -0.571
C 2.1772 -0.8004 1.0290 -1.670
H 9.6076 -2.8652 -0.1934 0.376
H 8.6864 -4.3716 -0.1449 0.373
H 8.6254 -3.2413 1.2212 0.370
H 7.5136 -2.7065 -1.6089 0.385
H 7.4704 -1.5378 -0.2500 0.365
H 4.8460 -2.9876 -2.0503 0.516
H 4.8122 -1.5231 -1.0085 0.441
H 3.4311 -2.9516 0.6515 0.670
H 3.2707 -4.1609 -0.6215 0.359
H -0.3841 -1.6272 -2.7561 0.601
H 2.1891 -1.5516 1.8192 0.473
H 1.5626 0.0445 1.3385 0.170
H 3.2042 -0.4528 0.9078 0.428
Cl -3.0489 0.8515 -3.0046 -0.086
C -1.9304 2.1613 -3.0125 1.122
C -0.9553 2.2521 -1.9883 -2.427
C -0.0269 3.3147 -2.0313 1.536
Cl 1.1555 3.3915 -0.7786 -0.038
C -0.0207 4.2296 -3.0698 -0.020
Cl 1.1332 5.4763 -3.1162 -0.098
C -0.9929 4.1142 -4.0826 0.656
Cl -1.0029 5.2171 -5.3515 -0.064
C -1.9533 3.0753 -4.0564 -0.052
Cl -3.0918 2.9400 -5.3095 -0.100
```